No. 1
16
Properties=species:S:1:pos:R:3:forces:R:3 method="wB97M-V/def2-TZVPD" orbital_gap_ev=9.55 de_lowest_kj_mol=264.1 max_force_ev_per_a=3.3 smiles=CCSOCSN charge=0
C -1.58275 -0.97188 -1.33298 0.231 1.908 -1.337
C -1.61970 -0.36973 0.03668 1.815 0.798 -0.462
S -1.66041 1.46182 0.02792 1.851 0.888 -0.496
O -0.09859 2.14490 -0.53064 -2.631 -1.053 0.835
C 0.90614 2.18228 0.45354 1.795 2.238 -1.726
S 2.31108 1.25114 -0.20842 0.401 -0.952 1.674
N 2.19932 -0.08826 0.96557 0.778 0.744 -0.364
H -2.44478 -0.45335 -1.80695 0.398 -0.956 -0.397
H -0.69346 -0.44185 -1.77078 -0.517 -1.261 -0.283
H -1.60004 -2.07418 -1.45064 0.114 0.795 0.258
H -0.79173 -0.73335 0.64444 -0.533 -0.016 0.639
H -2.60297 -0.41179 0.39939 -1.317 -0.754 1.494
H 0.64699 1.78780 1.39264 -0.383 -0.557 1.143
H 1.31199 3.25976 0.56486 -1.017 -1.432 -0.175
H 3.09896 -0.43371 1.37684 -1.118 0.627 -0.971
H 1.72563 -0.78071 0.42316 0.131 -1.016 0.167

***

No. 2
9
Properties=species:S:1:pos:R:3:forces:R:3 method="wB97M-V/def2-TZVPD" orbital_gap_ev="8.55 / 8.63" de_lowest_kj_mol=414.7 max_force_ev_per_a=5.0 charge=0
C -0.68163 -1.11206 -0.82188 4.372 0.627 2.336
C 0.47779 0.85496 0.01939 -1.037 -1.691 -1.589
F -0.39417 -1.97735 0.19222 -0.690 0.557 -0.905
F -0.14672 -1.59841 -1.93869 -1.010 0.397 0.164
F -0.64638 1.55867 0.01314 -1.454 0.925 0.969
S 1.24182 0.40471 1.52102 0.364 -0.553 0.568
H -1.65546 -0.70287 -0.73915 -1.052 0.101 -0.664
H 1.10113 1.35564 -0.69984 0.754 -0.525 -0.382
H 0.70362 1.21671 2.45380 -0.247 0.164 -0.498

***

No. 3
6
Properties=species:S:1:pos:R:3:forces:R:3 method="wB97M-V/def2-TZVPD" orbital_gap_ev=12.23 de_lowest_kj_mol=10.5 max_force_ev_per_a=0.4 smiles=O.O charge=0
O 0.10693 -0.94379 -1.08087 0.198 -0.166 -0.168
H -0.68958 -0.54131 -0.73472 -0.085 0.290 0.328
H -0.20303 -1.54693 -1.75643 0.015 -0.175 -0.209
O -0.01962 0.97425 0.92238 -0.282 0.129 0.016
H -0.12121 1.05885 1.87040 -0.087 0.032 0.231
H 0.92650 0.99893 0.77925 0.240 -0.110 -0.198